Record 1
DFT (ωB97M-V/def2-TZVPD) results for a structure of composition C36H31BrF5N4OP2Sn.

Output
HOMO level, eV: -15.72
E_tot, Ha: -5654.1049
Charge: +3
Energy above the lowest of the compared OMol25 structures with the same formula, charge and spin, kcal per mole: 2.8
Frontier orbital gap, Ha: 0.24626

Last column: Löwdin charge in e.
Element x y z (Å)
1 Sn 0.205 0.282 -0.915  1.141
2 O 3.704 0.640 -1.366  0.336
3 C 3.673 1.713 -1.037  -0.010
4 C 3.683 3.061 -0.712  -0.173
5 C 4.941 3.687 -0.858  0.049
6 C 5.034 5.040 -0.613  0.005
7 C 3.892 5.743 -0.247  0.037
8 C 2.654 5.109 -0.114  -0.033
9 C 2.510 3.751 -0.327  -0.249
10 P 0.827 3.006 -0.116  1.030
11 C -0.172 4.193 -1.044  -0.425
12 C -0.977 5.147 -0.423  -0.080
13 C -1.729 6.019 -1.199  -0.039
14 C -1.673 5.946 -2.584  -0.036
15 C -0.867 4.999 -3.206  -0.047
16 C -0.123 4.119 -2.439  -0.111
17 C 0.474 3.220 1.640  -0.385
18 C 1.431 3.601 2.577  -0.073
19 C 1.101 3.645 3.926  -0.042
20 C -0.177 3.307 4.342  -0.034
21 C -1.135 2.919 3.411  -0.042
22 C -0.810 2.866 2.067  -0.107
23 H 5.807 3.112 -1.160  0.148
24 H 5.984 5.544 -0.715  0.138
25 H 3.958 6.807 -0.060  0.140
26 H 1.789 5.698 0.163  0.130
27 H -1.021 5.210 0.657  0.112
28 H -2.353 6.762 -0.720  0.123
29 H -2.257 6.632 -3.184  0.123
30 H -0.823 4.946 -4.286  0.121
31 H 0.496 3.373 -2.929  0.106
32 H 2.440 3.854 2.278  0.109
33 H 1.848 3.943 4.649  0.125
34 H -0.431 3.347 5.393  0.125
35 H -2.134 2.658 3.735  0.123
36 H -1.561 2.550 1.350  0.103
37 Br -6.637 0.841 -1.671  0.900
38 C -4.798 0.763 -1.405  -0.668
39 C -4.169 -0.456 -1.177  -0.064
40 C -2.808 -0.467 -0.977  -0.148
41 N -2.058 0.648 -0.985  -0.127
42 C -2.670 1.818 -1.236  -0.108
43 C -4.028 1.920 -1.441  -0.059
44 H -4.731 -1.378 -1.154  0.121
45 H -2.290 -1.402 -0.800  0.097
46 H -2.048 2.700 -1.274  0.084
47 H -4.476 2.885 -1.631  0.123
48 C 0.634 -7.562 0.000  -0.101
49 N 1.048 -7.184 -1.434  -0.071
50 C -0.121 -7.536 -2.371  -0.101
51 N -1.310 -6.890 -1.948  -0.147
52 C -1.642 -7.273 -0.577  -0.141
53 N -0.576 -6.915 0.357  -0.147
54 C -0.430 -5.467 0.512  -0.324
55 P 0.007 -4.589 -1.073  1.017
56 C 1.411 -5.730 -1.533  -0.275
57 C -1.271 -5.438 -2.131  -0.324
58 H 1.456 -7.278 0.655  0.148
59 H 0.513 -8.645 0.001  0.152
60 H 1.857 -7.749 -1.699  0.186
61 H -0.228 -8.620 -2.325  0.152
62 H 0.171 -7.233 -3.376  0.148
63 H -1.798 -8.352 -0.539  0.146
64 H -2.565 -6.781 -0.277  0.142
65 H 0.332 -5.259 1.266  0.095
66 H -1.368 -5.060 0.894  0.095
67 H 2.264 -5.555 -0.876  0.100
68 H 1.729 -5.535 -2.558  0.101
69 H -1.086 -5.210 -3.182  0.096
70 H -2.255 -5.031 -1.890  0.093
71 F 2.440 0.870 1.170  0.002
72 C 1.442 0.282 1.902  -0.274
73 C 0.303 -0.141 1.248  -0.254
74 C -0.640 -0.751 2.055  -0.242
75 F -1.773 -1.239 1.514  0.066
76 C -0.491 -0.889 3.424  -0.139
77 F -1.432 -1.471 4.150  0.156
78 C 0.658 -0.406 4.035  -0.123
79 F 0.814 -0.514 5.339  0.176
80 C 1.648 0.185 3.262  -0.147
81 F 2.758 0.645 3.823  0.150

---

Record 2
DFT (ωB97M-V/def2-TZVPD) results for a cluster of 2 separate species, C4H10NO3 in total in a non-equilibrium geometry.

Output
HOMO level, eV: -3.81
E_tot, Ha: -438.8712
Charge: -1
Energy above the lowest of the compared OMol25 structures with the same formula, charge and spin, kcal per mole: 71.6
Frontier orbital gap, Ha: 0.29004

Last column: natural (NBO) charge in e.
Element x y z (Å)
1 O -0.680 2.140 -1.520  -0.746
2 C -0.424 1.017 -1.097  0.797
3 O -0.249 -0.121 -1.680  -0.832
4 C -0.294 0.895 0.643  -0.208
5 C -0.697 -0.613 0.780  -0.405
6 C 0.537 -1.529 0.833  -0.586
7 N -1.202 1.964 1.058  -0.864
8 H 0.635 1.090 1.269  0.179
9 H -1.578 -1.027 0.033  0.221
10 H -1.471 -0.729 1.690  0.163
11 H 1.058 -1.504 -0.016  0.196
12 H 1.105 -1.128 1.767  0.189
13 H 0.409 -2.660 0.891  0.193
14 H -2.115 1.633 1.178  0.337
15 H -1.203 2.752 0.559  0.373
16 H 2.163 -0.019 -2.432  0.475
17 H 1.597 -1.265 -1.701  0.497
18 O 2.410 -0.895 -2.255  -0.981